67
Properties=species:S:1:pos:R:3 method="wB97M-V/def2-TZVPD" total_charge=+1 lumo_ev=-5.222 homo_lumo_gap_ev=5.31
Cl -2.08 -0.34 1.30
N 0.54 -1.37 7.92
C -0.98 -1.95 -4.23
H 0.14 -2.53 1.74
O 0.42 -3.75 -3.39
H 0.86 6.57 -2.12
H 2.60 5.59 -1.12
H -0.79 -0.05 -1.11
H -0.80 0.91 6.21
H -3.84 -3.01 -0.46
H 2.34 -4.44 -3.74
C 2.48 4.61 -1.59
H 0.20 -2.34 7.76
H 3.34 4.43 -2.25
H 0.85 0.12 -0.40
H 0.64 0.16 -2.16
H 0.58 -2.97 -5.32
C 0.15 3.78 0.29
H -3.76 -4.60 -2.72
C -0.58 -0.41 2.44
N 1.02 -0.72 5.42
C 2.44 3.53 -0.50
H -2.32 -2.10 -0.27
H -0.02 5.74 -3.41
O -2.02 -2.67 -4.91
O 1.31 4.56 -2.39
C 0.38 -2.64 -4.29
C 0.18 0.44 -1.20
C -0.57 0.55 3.59
H 3.44 3.47 -0.05
H -1.62 -4.57 -4.13
C 1.31 -4.77 -3.82
H 1.69 6.15 -3.65
H 0.09 2.66 5.69
C 0.88 -0.49 6.92
C -2.45 -3.89 -4.29
H 2.12 1.03 6.56
H 1.29 -1.00 1.27
C 0.61 -1.49 2.10
H 1.17 -1.94 -3.98
H 1.08 -5.08 -4.85
Cl -2.02 1.75 3.79
H 1.16 -5.64 -3.17
H 1.31 -1.75 3.00
H 0.02 1.72 0.89
H -1.28 -1.71 -3.21
H -4.03 -2.90 -3.19
C 0.73 0.56 4.64
O 1.55 3.85 0.58
H -0.11 4.43 -0.54
H 1.69 1.12 4.26
C -0.37 2.35 0.09
H 0.57 -0.99 8.91
H 2.23 2.54 -0.91
H -0.35 4.20 1.17
N 1.15 1.03 6.99
C -3.06 -2.45 -0.99
C -3.27 -3.66 -3.01
O 0.03 1.85 -1.19
C 0.95 5.83 -2.92
H -1.46 2.35 0.12
C 0.18 1.51 5.89
O -2.42 -3.28 -1.93
H -3.50 -1.57 -1.48
H 1.98 -0.99 5.10
H -0.90 -1.00 -4.77
H -3.11 -4.37 -5.02

=====

69
Properties=species:S:1:pos:R:3 method="wB97M-V/def2-TZVPD" relative_energy_ev=0.0000 total_charge=+1 spin_multiplicity=2 lumo_ev="-3.733 / -3.716" homo_lumo_gap_ev="6.20 / 6.21"
C -0.87 -0.30 5.53
C -5.59 -2.25 -0.92
C 1.95 -1.28 -2.38
H -0.15 0.51 5.65
H -1.91 -1.40 -2.32
Si -3.74 -2.06 -0.75
Te 4.45 4.08 1.58
H 2.26 -2.71 0.65
H -1.12 2.69 -0.86
N 2.33 0.37 -0.69
C 4.20 1.14 -3.92
H 2.46 -0.36 1.24
H 2.00 2.09 -2.52
O 4.69 1.18 -2.79
H -1.27 4.47 -1.12
C 2.03 -2.31 -1.46
C 1.93 1.12 -3.00
H 5.88 0.50 -5.05
H 1.67 -0.85 3.52
H -2.08 0.92 2.84
H -1.82 4.69 1.47
Ru 2.98 2.31 0.19
C -1.18 3.84 1.68
H -0.34 1.11 2.62
H -3.09 -4.44 -1.03
Te 5.23 2.93 -0.82
H -6.04 -2.57 0.03
H -1.69 2.90 1.49
C -2.03 -2.40 3.61
H -0.64 -1.06 6.28
Te -1.32 -0.20 0.53
H 1.93 -3.34 -1.77
Te 4.15 1.54 2.37
C 2.10 0.04 -1.97
C 5.06 1.20 -5.16
H -2.01 -2.81 2.60
H -6.06 -1.31 -1.21
H 5.48 2.21 -5.23
H -3.39 -0.48 -2.64
H -3.99 0.11 0.50
H 0.93 1.03 -3.43
N 2.87 1.04 -4.11
H -3.25 -2.15 -3.18
H -3.38 -4.06 0.67
H -1.79 -3.21 4.30
H 2.51 1.05 -5.05
C 2.35 -0.64 0.20
Si -0.80 -1.01 3.80
H -0.82 3.89 2.71
C 0.92 -1.65 3.44
H -5.84 -3.00 -1.67
H -1.86 0.09 5.76
C -2.95 -3.68 -0.26
C -1.16 0.39 2.59
S 0.24 3.94 0.61
O 1.00 2.64 0.92
C -0.59 3.64 -0.94
C -3.01 -1.46 -2.37
H -3.55 -1.23 1.57
H 1.20 -2.44 4.14
Te 3.24 4.35 -1.86
H 0.17 3.60 -1.71
C -3.37 -0.79 0.59
H 4.51 0.99 -6.07
H 0.96 -2.06 2.43
H -3.05 -2.07 3.82
H 1.77 -1.48 -3.43
H -1.87 -3.56 -0.10
C 2.22 -1.97 -0.13